No. 1
14
Properties=species:S:1:pos:R:3 method="wB97M-V/def2-TZVPD" de_lowest_kj_mol=353.0 homo_lumo_gap_ev=9.481 smiles="N=C=CC1COC1" homo_energy_ev=-8.5 total_charge=0
N -2.180 -1.190 -1.094
C -1.578 -0.454 -0.321
O 0.766 -0.050 -1.074
C 1.074 -0.867 0.090
C 0.451 0.208 0.954
C 0.857 1.159 -0.166
C -1.054 0.181 0.712
H -2.228 -0.979 -2.088
H 2.163 -0.973 0.200
H 0.609 -1.859 0.138
H 0.736 0.340 2.001
H 1.866 1.504 -0.346
H 0.186 2.039 -0.189
H -1.667 0.941 1.183



No. 2
66
Properties=species:S:1:pos:R:3 method="wB97M-V/def2-TZVPD" de_lowest_kj_mol=535.5 homo_lumo_gap_ev="4.507 / 4.390" homo_energy_ev="-3.5 / -3.5" total_charge=-1
Ir 0.320 -0.036 0.221
C 1.519 0.832 4.115
N 0.784 -0.046 3.217
C 1.434 -1.337 3.110
C 2.729 -1.217 2.305
N 2.472 -0.769 0.929
C 3.211 0.458 0.610
C 2.706 -1.871 0.023
C 3.987 -2.171 -0.409
C 4.233 -3.269 -1.215
C 3.182 -4.092 -1.588
C 1.901 -3.814 -1.159
C 1.642 -2.707 -0.351
S 0.000 -2.434 0.180
C -0.613 -0.041 3.449
C -1.307 -1.186 3.829
C -2.669 -1.163 4.073
C -3.380 0.020 3.963
C -2.713 1.170 3.598
C -1.343 1.166 3.335
S -0.627 2.673 2.876
H 1.734 0.327 5.067
H 0.933 1.722 4.317
H 2.460 1.148 3.668
H 0.778 -2.029 2.580
H 1.681 -1.754 4.103
H 3.215 -2.199 2.292
H 3.406 -0.517 2.802
H 4.271 0.403 0.890
H 2.750 1.291 1.148
H 3.140 0.651 -0.459
H 4.807 -1.539 -0.097
H 5.241 -3.476 -1.545
H 3.363 -4.950 -2.219
H 1.075 -4.444 -1.449
H -0.785 -2.123 3.956
H -3.166 -2.073 4.374
H -4.441 0.049 4.169
H -3.234 2.111 3.513
Br -3.480 5.449 -1.029
C -2.424 3.910 -0.575
C -3.059 2.742 -0.208
C -2.290 1.635 0.116
C -0.892 1.658 0.072
C -0.300 2.871 -0.317
C -1.047 3.992 -0.637
H -4.138 2.688 -0.159
H -2.807 0.737 0.431
H 0.779 2.955 -0.371
H -0.558 4.912 -0.921
O -0.203 -1.890 -6.249
S -0.785 -1.881 -4.929
O -1.577 -3.032 -4.588
N 0.374 -1.579 -3.789
C 0.183 -0.409 -3.260
S 1.259 0.255 -2.120
C -0.967 0.366 -3.739
C -1.369 1.649 -3.387
C -2.511 2.167 -3.975
C -3.240 1.429 -4.899
C -2.824 0.155 -5.273
C -1.693 -0.348 -4.683
H -0.795 2.219 -2.675
H -2.833 3.166 -3.715
H -4.132 1.843 -5.341
H -3.366 -0.426 -6.003



No. 3
168
Properties=species:S:1:pos:R:3 method="wB97M-V/def2-TZVPD" de_lowest_kj_mol=110.9 homo_lumo_gap_ev=9.973 homo_energy_ev=-9.5 total_charge=0
C -7.838 8.075 14.124
C -8.796 7.496 15.130
C -8.393 7.775 16.554
O -10.062 8.154 14.885
H -7.653 9.133 14.295
H -8.242 7.968 13.110
H -6.911 7.496 14.120
H -8.958 6.426 14.982
H -8.129 8.806 16.781
H -7.561 7.134 16.862
H -9.230 7.495 17.207
H -10.564 8.216 15.702
C -1.414 8.784 8.421
C -0.635 10.074 8.235
C -1.517 11.270 8.235
O 0.335 10.240 9.279
H -0.764 7.928 8.581
H -2.010 8.551 7.527
H -2.134 8.900 9.238
H -0.123 10.017 7.261
H -0.902 12.172 8.272
H -2.087 11.299 9.170
H -2.140 11.302 7.348
H 1.154 9.817 9.011
C -9.577 14.508 8.346
C -8.748 13.761 7.314
C -9.584 13.375 6.087
O -7.716 14.656 6.927
H -8.988 14.821 9.211
H -10.362 13.850 8.730
H -10.045 15.387 7.896
H -8.293 12.894 7.820
H -10.548 12.946 6.369
H -9.063 12.614 5.499
H -9.739 14.271 5.492
H -7.198 14.255 6.211
C -8.803 11.817 15.437
C -9.988 12.627 15.907
C -10.837 11.791 16.836
O -9.492 13.761 16.673
H -9.167 10.910 14.932
H -8.229 11.524 16.312
H -8.209 12.332 14.680
H -10.606 12.964 15.061
H -11.817 12.225 17.033
H -10.317 11.674 17.790
H -10.988 10.799 16.398
H -9.095 14.377 16.030
C -4.937 12.717 7.540
C -4.714 13.730 6.446
C -3.296 13.694 5.946
O -5.643 13.525 5.385
H -5.996 12.617 7.786
H -4.409 12.995 8.452
H -4.617 11.714 7.231
H -4.936 14.721 6.845
H -2.564 13.819 6.743
H -3.087 14.448 5.184
H -3.105 12.728 5.455
H -5.322 12.915 4.716
C -12.856 14.955 12.561
C -11.504 15.493 12.983
C -10.397 14.960 12.084
O -11.502 16.926 12.996
H -12.900 13.867 12.553
H -13.036 15.286 11.527
H -13.658 15.363 13.175
H -11.221 15.177 13.988
H -10.559 15.010 11.009
H -10.190 13.918 12.361
H -9.488 15.482 12.379
H -11.718 17.236 12.109
C -10.768 10.636 12.593
C -11.808 10.851 11.497
C -11.348 11.687 10.323
O -12.206 9.577 10.932
H -10.018 9.899 12.314
H -11.279 10.283 13.493
H -10.294 11.590 12.838
H -12.708 11.321 11.919
H -10.649 11.156 9.675
H -10.881 12.611 10.665
H -12.214 11.975 9.720
H -12.224 8.912 11.627
C -5.169 7.177 9.806
C -5.713 5.923 9.145
C -4.629 5.093 8.492
O -6.410 5.195 10.143
H -5.904 7.654 10.456
H -4.751 7.900 9.109
H -4.365 6.884 10.500
H -6.431 6.238 8.367
H -4.998 4.123 8.137
H -3.781 4.909 9.160
H -4.200 5.565 7.598
H -6.675 4.351 9.764
C -7.022 15.373 13.793
C -7.366 16.097 15.114
C -6.643 17.442 15.178
O -8.807 16.357 15.145
H -5.961 15.504 13.543
H -7.571 15.790 12.955
H -7.157 14.298 13.909
H -7.078 15.466 15.953
H -6.960 18.043 16.032
H -6.863 18.020 14.269
H -5.554 17.342 15.212
H -8.905 17.037 14.465
C -4.849 8.920 16.573
C -3.601 8.770 15.711
C -3.922 8.937 14.231
O -2.638 9.799 16.110
H -4.523 8.761 17.603
H -5.581 8.130 16.378
H -5.377 9.858 16.409
H -3.131 7.810 15.931
H -4.243 9.973 14.063
H -4.714 8.278 13.879
H -3.042 8.825 13.587
H -3.151 10.609 16.308
C -5.140 11.186 10.851
C -6.003 12.229 11.562
C -7.450 11.885 11.430
O -5.707 12.248 12.982
H -4.068 11.246 11.061
H -5.297 11.278 9.773
H -5.427 10.170 11.139
H -5.793 13.242 11.188
H -8.034 12.677 11.919
H -7.695 10.937 11.905
H -7.800 11.880 10.394
H -4.729 12.266 13.042
C -4.186 14.610 17.489
C -4.557 13.188 17.677
C -5.964 12.932 17.218
O -3.633 12.349 16.910
H -4.184 14.860 16.428
H -3.219 14.813 17.940
H -4.930 15.276 17.944
H -4.447 12.845 18.703
H -6.644 13.350 17.962
H -6.142 11.855 17.193
H -6.101 13.247 16.180
H -3.566 12.700 16.007
C -5.726 17.644 11.207
C -4.846 16.509 10.740
C -5.385 15.723 9.570
O -3.526 17.007 10.381
H -5.864 18.412 10.444
H -5.264 18.112 12.086
H -6.700 17.285 11.533
H -4.688 15.853 11.611
H -4.554 15.087 9.250
H -5.655 16.392 8.757
H -6.174 15.044 9.886
H -3.434 17.868 10.802
C -1.053 14.142 13.636
C -2.318 13.946 12.843
C -2.026 14.109 11.359
O -2.860 12.602 13.124
H -1.247 14.124 14.702
H -0.536 15.046 13.323
H -0.403 13.275 13.471
H -3.123 14.611 13.162
H -1.546 15.064 11.158
H -2.948 14.055 10.772
H -1.384 13.296 11.001
H -2.293 11.921 12.736



No. 4
103
Properties=species:S:1:pos:R:3 method="wB97M-V/def2-TZVPD" homo_lumo_gap_ev=8.484 homo_energy_ev=-12.1 total_charge=+1
C 4.106 2.010 2.432
O 4.539 3.385 2.298
B 4.791 3.536 0.935
O 6.098 3.709 0.562
C 3.571 3.456 -0.091
N 3.938 4.031 -1.428
C 2.817 4.628 -1.978
N 2.793 5.336 -3.056
P 4.270 5.597 -4.053
O 5.322 6.179 -2.961
Cl 3.825 7.278 -5.126
N 1.759 4.386 -1.169
C 0.666 3.513 -1.620
C 1.019 2.088 -2.041
O 0.136 1.325 -2.076
N 2.333 1.718 -2.410
C 2.656 0.368 -1.941
C 2.569 1.897 -3.850
C 2.310 4.284 0.194
C 1.386 3.963 1.352
C 0.577 5.187 1.762
N -0.032 5.944 0.981
H 3.103 1.874 2.022
H 4.785 1.412 1.818
H 4.079 1.673 3.459
H 6.135 3.399 -0.358
H 3.280 2.403 -0.122
H 4.588 4.785 -1.182
H 1.897 5.742 -3.307
H 5.914 5.460 -2.690
H -0.098 3.426 -0.858
H 0.164 3.986 -2.466
H 2.391 -0.379 -2.691
H 2.118 0.136 -1.029
H 3.717 0.265 -1.712
H 2.413 0.957 -4.384
H 3.601 2.197 -4.019
H 1.868 2.618 -4.265
H 2.668 5.298 0.406
H 2.029 3.729 2.194
H 0.750 3.096 1.167
H 0.523 5.424 2.820
H 0.071 5.611 0.019
C 8.162 0.718 2.051
O 8.102 -0.679 1.770
C 7.947 -0.970 0.478
O 7.846 -0.167 -0.418
O 7.917 -2.293 0.352
C 7.754 -2.760 -0.990
H 8.284 0.835 3.125
H 9.018 1.172 1.555
H 7.240 1.216 1.754
H 8.584 -2.435 -1.614
H 6.808 -2.415 -1.405
H 7.746 -3.845 -0.949
C -1.765 0.077 -0.844
O -2.680 -0.661 -0.030
C -3.493 0.097 0.712
O -3.491 1.301 0.748
O -4.284 -0.711 1.416
C -5.203 -0.044 2.292
H -1.168 -0.645 -1.389
H -2.302 0.701 -1.555
H -1.110 0.681 -0.224
H -5.882 0.590 1.723
H -4.667 0.543 3.035
H -5.779 -0.816 2.797
C -5.783 -4.437 2.587
O -6.715 -5.151 3.396
C -7.512 -4.366 4.122
O -7.492 -3.160 4.136
O -8.330 -5.143 4.828
C -9.249 -4.433 5.661
H -5.194 -5.171 2.043
H -6.305 -3.807 1.867
H -5.116 -3.839 3.206
H -9.902 -3.802 5.061
H -8.716 -3.836 6.399
H -9.851 -5.176 6.176
C -2.562 -3.565 1.189
O -2.262 -4.803 1.837
C -1.125 -5.373 1.436
O -0.368 -4.934 0.608
O -0.972 -6.512 2.112
C 0.213 -7.239 1.785
H -3.500 -3.204 1.598
H -1.788 -2.826 1.391
H -2.682 -3.709 0.117
H 1.101 -6.651 2.013
H 0.209 -7.529 0.736
H 0.215 -8.135 2.399
C -6.028 -2.667 -5.589
O -5.832 -1.455 -4.857
C -5.610 -1.631 -3.554
O -5.563 -2.688 -2.980
O -5.447 -0.430 -2.995
C -5.199 -0.473 -1.586
H -6.198 -2.388 -6.625
H -5.143 -3.298 -5.532
H -6.901 -3.203 -5.219
H -4.293 -1.020 -1.385
H -6.042 -0.923 -1.062
H -5.086 0.555 -1.246



No. 5
81
Properties=species:S:1:pos:R:3 method="wB97M-V/def2-TZVPD" homo_lumo_gap_ev=6.766 homo_energy_ev=-10.6 total_charge=+1
C 2.501 1.384 4.181
C 2.928 2.567 3.684
C 2.274 3.241 2.491
N 3.286 3.238 1.423
C 3.304 2.379 0.456
N 4.348 2.431 -0.447
C 5.562 1.685 -0.058
C 3.972 2.338 -1.884
C 4.329 3.716 -2.510
N 4.516 3.743 -3.933
C 2.483 1.858 -2.192
N 1.870 2.977 -2.916
C 0.767 2.807 -3.438
O -0.261 2.671 -3.907
S 2.661 0.438 -3.355
C 3.690 -0.865 -2.692
O 3.390 0.976 -4.477
O 1.407 -0.135 -3.765
C 1.608 1.612 -0.916
C 0.497 0.565 -1.049
O -0.381 0.737 0.054
C -1.569 1.411 -0.340
C -2.360 1.843 0.898
O -3.708 2.063 0.600
C -4.610 1.100 1.136
C -5.034 0.038 0.120
N 2.322 1.396 0.352
C 2.822 0.049 0.636
C 1.895 -0.619 1.681
C 1.695 -2.085 1.495
O 2.533 -1.481 2.551
H 1.455 1.201 4.418
H 3.203 0.575 4.365
H 3.771 3.048 4.178
H 1.358 2.753 2.189
H 2.128 4.294 2.749
H 4.054 3.900 1.450
H 6.289 1.808 -0.860
H 5.414 0.615 0.077
H 6.010 2.163 0.812
H 4.682 1.651 -2.341
H 3.688 4.515 -2.145
H 5.315 3.929 -2.077
H 3.652 3.797 -4.448
H 5.093 2.982 -4.257
H 3.086 -1.535 -2.083
H 3.986 -1.413 -3.585
H 4.583 -0.506 -2.188
H 1.058 2.545 -0.765
H -0.092 0.736 -1.951
H 0.855 -0.463 -1.122
H -1.332 2.322 -0.908
H -2.189 0.801 -1.003
H -1.925 2.788 1.244
H -2.183 1.102 1.685
H -5.507 1.655 1.416
H -4.248 0.631 2.054
H -5.764 0.469 -0.561
H -4.187 -0.331 -0.459
H -5.461 -0.795 0.678
H 3.763 0.039 1.184
H 2.817 -0.643 -0.199
H 1.046 -0.039 2.027
H 2.375 -2.564 0.801
H 0.942 -2.611 2.061
C -4.370 -4.534 0.056
O -5.625 -3.918 0.276
C -6.709 -4.663 -0.267
C -7.436 -5.457 0.797
O -6.616 -6.480 1.339
C -6.057 -6.142 2.595
H -3.641 -4.047 0.704
H -4.393 -5.600 0.293
H -4.057 -4.400 -0.986
H -6.362 -5.321 -1.068
H -7.407 -3.941 -0.703
H -8.299 -5.947 0.336
H -7.804 -4.794 1.586
H -6.816 -6.212 3.382
H -5.631 -5.135 2.593
H -5.264 -6.858 2.810



No. 6
44
Properties=species:S:1:pos:R:3 method="wB97M-V/def2-TZVPD" de_lowest_kj_mol=0.0 homo_lumo_gap_ev=9.748 smiles="CCOC(=O)N1CCN(C(=O)CNC(=O)c2ccc(Cl)cc2)CC1" homo_energy_ev=-9.1 total_charge=0
C 1.781 0.804 -1.824
C 2.734 0.575 -0.660
H 2.568 1.313 0.131
H 3.773 0.617 -0.992
O 2.589 -0.739 -0.114
C 1.640 -0.917 0.805
O 0.948 -0.028 1.264
N 1.568 -2.204 1.246
C 0.471 -2.535 2.129
H 0.760 -3.425 2.692
H 0.322 -1.706 2.821
C -0.813 -2.793 1.292
N -0.433 -2.946 -0.093
C -0.696 -2.061 -1.095
O -0.062 -2.071 -2.129
C -1.895 -1.138 -0.898
N -1.537 0.143 -0.325
C -2.090 1.276 -0.828
O -2.927 1.237 -1.712
C -1.646 2.574 -0.235
C -2.354 3.704 -0.643
C -2.031 4.960 -0.172
C -0.979 5.092 0.721
C -0.259 3.984 1.136
C -0.592 2.728 0.661
H -0.008 1.889 1.002
H 0.559 4.103 1.830
Cl -0.559 6.657 1.323
H -2.585 5.829 -0.491
H -3.164 3.570 -1.344
H -0.822 0.181 0.388
H -2.674 -1.633 -0.305
H -2.309 -0.922 -1.890
C 0.665 -3.878 -0.266
H 0.810 -4.030 -1.336
C 1.949 -3.305 0.387
H 2.453 -4.066 0.989
H 2.638 -2.931 -0.367
H 0.376 -4.824 0.200
H -1.501 -1.959 1.405
H -1.310 -3.708 1.633
H 2.036 1.735 -2.322
H 0.753 0.866 -1.478
H 1.853 -0.016 -2.534



Summary of largest force on an atom in eV Å⁻¹
1.288; 2.371; 1.645; 3.115; 2.859; 0.658
(order as listed above)